1.
This record from the Open Molecules 2025 dataset describes 2 unconnected molecules or ions with the total composition C13H25ClFN2O2 at a distorted geometry. The level of theory is ωB97M-V with the def2-TZVPD basis set.

Atoms and positions in Å:
O -0.674 5.777 0.314
C -1.305 5.041 0.886
F -1.277 4.921 2.210
C -2.253 4.030 0.237
C -1.906 2.668 0.846
N -1.017 2.017 0.216
C -0.730 0.745 0.956
C 0.487 1.173 1.887
C 1.697 0.247 1.747
C 2.581 0.595 0.555
Cl 3.271 2.251 0.650
C -1.923 0.557 1.886
C -2.464 2.030 2.077
H -2.134 4.026 -0.844
H -3.295 4.288 0.445
H -0.545 2.337 -0.623
H -0.537 -0.092 0.283
H 0.805 2.191 1.642
H 0.108 1.210 2.909
H 1.343 -0.782 1.614
H 2.333 0.287 2.635
H 3.428 -0.091 0.557
H 2.070 0.424 -0.395
H -2.804 0.038 1.489
H -1.695 0.058 2.825
H -3.547 2.156 2.094
H -2.094 2.489 2.999
C 0.925 -4.295 -2.830
C 0.487 -3.980 -1.403
C -0.264 -2.645 -1.271
O 0.567 -1.489 -1.317
C 0.928 -1.069 -2.627
N 1.660 -4.038 -0.524
H 1.799 -3.720 -3.133
H 1.192 -5.348 -2.916
H 0.120 -4.098 -3.542
H -0.205 -4.769 -1.094
H -0.737 -2.624 -0.283
H -1.073 -2.565 -2.008
H 0.127 -1.248 -3.348
H 1.842 -1.566 -2.952
H 1.133 0.003 -2.593
H 1.359 -3.935 0.442
H 2.217 -3.204 -0.697

Calculated total energy   -1330.12920 a.u.
Total charge   +1
Energy above the lowest of the compared OMol25 structures with the same formula, charge and spin   0.0 kcal per mole
2S+1   1

=====

2.
This record from the Open Molecules 2025 dataset describes a molecular structure, C7H14OSi at a distorted geometry. The level of theory is ωB97M-V with the def2-TZVPD basis set.

Atoms and positions in Å:
C -1.402 2.624 -1.153
C -0.298 2.088 -0.703
C -0.494 -0.317 -2.272
C 0.051 0.222 -1.038
C 1.341 -2.263 0.313
C -1.331 -0.928 1.424
C 1.419 0.503 1.724
O 0.865 0.012 -2.139
Si 0.376 -0.648 0.619
H -1.620 3.674 -1.013
H -2.154 2.053 -1.675
H 0.521 2.549 -0.192
H -0.714 -1.378 -2.338
H -1.059 0.316 -2.944
H 2.409 -2.065 0.285
H 1.159 -3.001 1.089
H 1.071 -2.712 -0.639
H -1.886 -1.725 0.942
H -1.226 -1.186 2.472
H -1.936 -0.028 1.367
H 2.320 0.833 1.215
H 0.863 1.386 2.023
H 1.726 -0.009 2.632

Calculated total energy   -639.76125 a.u.
Energy above the lowest of the compared OMol25 structures with the same formula, charge and spin   45.5 kcal per mole
2S+1   1

=====

3.
This record from the Open Molecules 2025 dataset describes 6 unconnected molecules or ions with the total composition C22H47FN6O7 at a distorted geometry. The level of theory is ωB97M-V with the def2-TZVPD basis set.

Atoms and positions in Å:
H 2.083 -1.653 -0.402
N 2.341 -1.877 0.580
C 1.619 -1.172 1.404
C 1.710 -1.290 3.002
C 0.508 -0.129 0.863
C -0.879 -0.381 1.603
O -1.840 0.629 1.133
C -1.511 1.906 1.644
O -1.529 2.235 2.835
C -1.433 -1.868 1.508
C -3.038 -1.941 1.325
F -0.892 -2.629 0.418
H 0.871 -2.006 3.321
H 2.726 -1.631 3.355
H 1.420 -0.252 3.394
H 0.959 0.907 1.073
H 0.406 -0.183 -0.287
H -0.749 -0.157 2.723
H -1.147 2.699 0.899
H -1.172 -2.377 2.501
H -3.327 -3.028 1.514
H -3.216 -1.717 0.214
H -3.558 -1.203 2.006
C -4.721 1.060 -2.357
N -3.738 1.788 -1.583
C -3.090 2.936 -1.918
C -3.406 3.559 -3.251
O -2.279 3.429 -1.143
H -5.644 1.003 -1.775
H -4.344 0.050 -2.530
H -4.927 1.536 -3.313
H -3.475 1.428 -0.676
H -2.815 4.465 -3.380
H -3.156 2.867 -4.057
H -4.465 3.826 -3.297
C -5.192 7.333 -5.760
N -4.598 6.015 -5.704
C -3.589 5.513 -6.470
C -2.991 6.413 -7.518
O -3.198 4.368 -6.295
H -5.067 7.810 -4.785
H -6.258 7.223 -5.969
H -4.738 7.957 -6.526
H -4.949 5.356 -5.024
H -2.202 5.879 -8.046
H -3.755 6.707 -8.241
H -2.556 7.298 -7.048
C 4.842 -6.547 0.608
N 3.525 -7.126 0.761
C 2.318 -6.492 0.723
C 2.315 -5.004 0.496
O 1.286 -7.133 0.872
H 5.332 -7.024 -0.244
H 5.418 -6.755 1.513
H 4.803 -5.472 0.446
H 3.450 -8.121 0.917
H 1.289 -4.639 0.490
H 2.856 -4.501 1.299
H 2.770 -4.772 -0.470
C 1.971 -2.964 9.020
N 2.628 -2.672 7.764
C 2.073 -2.194 6.616
C 0.592 -1.922 6.614
O 2.773 -2.000 5.632
H 2.432 -2.354 9.800
H 2.126 -4.020 9.254
H 0.904 -2.757 8.985
H 3.623 -2.831 7.691
H 0.294 -1.546 5.636
H 0.041 -2.843 6.814
H 0.349 -1.166 7.364
C 5.224 0.765 -2.387
N 3.906 0.187 -2.235
C 2.702 0.820 -2.276
C 2.698 2.307 -2.506
O 1.668 0.181 -2.127
H 5.715 0.286 -3.238
H 5.798 0.558 -1.481
H 5.187 1.839 -2.552
H 3.831 -0.808 -2.077
H 1.671 2.670 -2.513
H 3.238 2.812 -1.702
H 3.154 2.539 -3.471

SMILES string   [H]/N=C(/C)C[C@@H](OC=O)[C@@H](C)F.CNC(C)=O.CNC(C)=O.CNC(C)=O.CNC(C)=O.CNC(C)=O
Calculated total energy   -1821.54375 a.u.
2S+1   1

=====

4.
This record from the Open Molecules 2025 dataset describes 2 unconnected molecules or ions with the total composition C5H8O at a distorted geometry. The level of theory is ωB97M-V with the def2-TZVPD basis set.

Atoms and positions in Å:
O 2.729 -0.351 -0.697
C 1.839 0.312 -0.286
C 0.505 -0.191 0.777
C -0.313 -1.246 -0.013
C -1.341 -0.129 -0.352
C -0.518 0.851 0.518
H 1.186 1.573 -0.656
H 0.970 -0.393 1.748
H 0.234 -1.687 -0.854
H -0.744 -2.063 0.578
H -1.367 0.173 -1.404
H -2.365 -0.354 -0.033
H 0.129 1.677 -0.256
H -0.941 1.533 1.256

Calculated total energy   -270.41938 a.u.
Energy above the lowest of the compared OMol25 structures with the same formula, charge and spin   86.9 kcal per mole
2S+1   1

=====

5.
This record from the Open Molecules 2025 dataset describes a molecular structure, C34H34GaGeN5O6S2Si at a distorted geometry. The level of theory is ωB97M-V with the def2-TZVPD basis set.

Atoms and positions in Å:
Ga 0.556 0.285 0.801
C 3.884 1.563 4.534
Si 4.398 -0.263 4.345
C 6.245 -0.467 3.945
C 3.848 -1.125 5.957
C 3.490 -1.323 3.029
C 3.533 -2.706 3.078
C 2.774 -3.483 2.208
C 1.919 -2.841 1.340
N 1.876 -1.513 1.260
C 2.684 -0.767 2.033
S 2.680 0.929 1.695
H 4.321 1.957 5.448
H 2.806 1.683 4.618
H 4.222 2.194 3.717
H 6.847 0.032 4.695
H 6.501 -0.040 2.979
H 6.533 -1.514 3.929
H 4.305 -0.654 6.819
H 4.119 -2.174 5.981
H 2.771 -1.062 6.092
H 4.150 -3.190 3.819
H 2.816 -4.559 2.247
H 1.244 -3.375 0.683
O -2.722 1.579 -1.165
C -1.511 1.647 -1.273
O -0.755 0.586 -1.119
C -0.788 2.910 -1.571
C 0.599 2.995 -1.493
C 1.228 4.205 -1.741
C 0.509 5.344 -2.067
C -0.872 5.241 -2.152
C -1.526 4.044 -1.905
N -1.651 6.431 -2.490
O -1.042 7.459 -2.644
O -2.846 6.289 -2.582
N 2.684 4.273 -1.648
O 3.198 5.348 -1.825
O 3.257 3.236 -1.415
H 1.218 2.140 -1.241
H 1.011 6.282 -2.255
H -2.602 3.982 -1.973
N -3.452 1.674 1.584
C -2.481 2.197 2.326
N -2.726 2.549 3.588
S -0.913 2.423 1.727
H -4.387 1.590 1.956
H -3.331 1.568 0.581
H -3.652 2.519 3.987
H -1.972 2.944 4.126
C 2.374 -3.446 -2.821
C 1.159 -4.110 -2.731
C 0.023 -3.425 -2.335
C 0.081 -2.065 -2.045
C 1.306 -1.413 -2.128
C 2.449 -2.098 -2.506
Ge -1.640 -1.134 -1.696
C -2.719 -2.058 -0.304
C -2.367 -2.153 1.033
C -3.041 -3.022 1.873
C -4.053 -3.827 1.374
C -4.416 -3.738 0.040
C -3.756 -2.849 -0.792
C -2.668 -0.586 -3.293
C -2.057 -0.660 -4.538
C -2.768 -0.328 -5.677
C -4.094 0.057 -5.573
C -4.710 0.114 -4.334
C -3.999 -0.200 -3.191
H 3.261 -3.968 -3.151
H 1.095 -5.161 -2.975
H -0.931 -3.935 -2.261
H 1.359 -0.348 -1.931
H 3.392 -1.574 -2.584
H -1.547 -1.549 1.419
H -2.765 -3.090 2.915
H -4.556 -4.529 2.024
H -5.201 -4.370 -0.350
H -4.027 -2.770 -1.837
H -1.026 -0.987 -4.609
H -2.294 -0.393 -6.643
H -4.649 0.306 -6.464
H -5.745 0.404 -4.257
H -4.470 -0.132 -2.219

Calculated total energy   -7128.53541 a.u.
Total charge   +1
<S²>   0.76
Energy above the lowest of the compared OMol25 structures with the same formula, charge and spin   26.7 kcal per mole
2S+1   2

=====

6.
This record from the Open Molecules 2025 dataset describes a molecular structure, C4H5CsLiO at a distorted geometry. The level of theory is ωB97M-V with the def2-TZVPD basis set.

Atoms and positions in Å:
C 1.880 -0.748 -0.140
C 0.730 -0.441 0.453
C -0.460 -0.966 1.078
H 2.503 0.019 -0.611
H 2.244 -1.777 -0.182
H -1.084 -1.664 0.515
H -0.475 -1.087 2.165
O -1.116 0.919 -0.650
C -0.523 0.686 0.529
Li 0.122 0.078 -2.062
Cs -3.158 3.690 -2.537
H -0.661 1.290 1.441

Calculated total energy   -258.16092 a.u.
<S²>   0.75
Energy above the lowest of the compared OMol25 structures with the same formula, charge and spin   0.0 kcal per mole
2S+1   2

=====

Question: Which formula does entry 5 have?
Answer: C34H34GaGeN5O6S2Si